CH3IO2 | ωB97M-V with the def2-TZVPD basis set

## Properties
Structure (SMILES): OC(O)I

Atoms and positions in Å:
O  -0.028  1.040  0.673
C  0.468  0.069  -0.130
O  -0.425  -0.112  -1.217
I  0.612  -1.824  0.996
H  -0.975  0.963  0.965
H  1.692  0.170  -0.524
H  -1.344  -0.306  -0.763

C2Cl2F2S | ωB97M-V with the def2-TZVPD basis set

Atoms and positions in Å:
C  -0.116  0.108  0.691
C  1.093  0.495  0.386
F  -0.851  0.476  1.744
F  1.806  0.089  -0.640
S  -2.293  -1.859  -0.852
Cl  1.964  1.749  1.178
Cl  -1.602  -1.058  -2.508

C6H9NO2 | ωB97M-V with the def2-TZVPD basis set

## Properties
Structure (SMILES): C[C@]12N[C@H]1[C@H]1CO[C@@H]2O1

Atoms and positions in Å:
C  -1.653  1.494  -0.934
C  -0.845  0.485  -0.223
N  -1.316  -0.047  1.073
C  -0.091  0.804  1.037
C  1.249  0.104  0.719
C  1.053  -1.413  0.707
O  0.267  -1.603  -0.489
C  0.178  -0.337  -1.062
O  1.357  0.293  -0.743
H  -2.077  2.277  -0.319
H  -2.471  0.961  -1.430
H  -1.041  2.020  -1.712
H  -1.986  0.583  1.444
H  -0.167  1.736  1.613
H  2.117  0.552  1.186
H  1.975  -1.951  0.646
H  0.473  -1.773  1.555
H  0.051  -0.422  -2.118

CH7Na7O7 | ωB97M-V with the def2-TZVPD basis set

## Properties
Charge: +4

Atoms and positions in Å:
Na  -1.665  -2.642  0.953
Na  -0.698  -3.355  -2.362
Na  0.673  -0.454  2.913
Na  -1.231  2.221  0.914
Na  1.341  -3.251  0.581
Na  0.421  -0.475  -2.989
Na  3.274  -0.273  0.004
O  3.756  1.394  -1.837
H  2.943  1.537  -1.346
C  -0.107  -0.414  0.110
O  -0.295  -1.354  -0.789
O  0.932  0.308  0.086
O  -0.985  -0.249  1.021
O  -2.082  0.170  -2.878
H  -2.568  0.329  -3.709
H  -2.638  -0.434  -2.369
O  -3.302  0.389  2.379
H  -3.039  0.364  3.311
H  -2.552  0.056  1.873
O  2.889  2.054  1.109
H  2.046  1.585  1.051
H  2.888  2.495  1.975

C2H7N5O | ωB97M-V with the def2-TZVPD basis set

Atoms and positions in Å:
C  -1.008  -2.176  1.240
C  1.790  1.746  -0.072
N  1.454  0.588  -0.682
N  1.807  -0.494  -0.209
N  -0.455  -1.259  0.706
N  -2.001  0.230  -0.456
N  -0.785  0.051  0.200
O  -1.584  -3.120  1.641
H  1.442  2.625  -0.378
H  2.475  1.720  0.789
H  0.781  0.832  -1.442
H  1.511  -1.303  -0.741
H  -2.807  -0.185  -0.046
H  -2.003  0.013  -1.439
H  -0.619  0.734  0.888

C28H26BrN4O4Ru | ωB97M-V with the def2-TZVPD basis set

## Properties
2S+1: 5
<S²>: 6.10
Charge: +3

Atoms and positions in Å:
Ru  0.567  0.239  -0.252
O  0.297  1.846  1.548
C  0.421  3.227  1.383
C  0.742  4.029  2.459
C  0.853  5.401  2.268
C  0.660  5.958  1.014
C  0.346  5.138  -0.057
C  0.213  3.760  0.106
C  -0.128  2.911  -1.092
O  0.683  1.798  -1.224
N  -1.498  2.370  -1.032
N  -1.671  1.189  -0.513
C  -2.915  0.788  -0.285
C  -3.182  -0.299  0.549
Br  -1.730  -1.037  1.497
C  -4.460  -0.760  0.892
C  -5.648  -0.614  0.156
C  -6.874  -0.796  0.858
C  -8.076  -0.612  0.221
C  -8.086  -0.304  -1.141
C  -6.895  -0.191  -1.875
C  -5.690  -0.346  -1.243
H  0.448  1.619  2.476
H  0.900  3.603  3.442
H  1.098  6.033  3.110
H  0.761  7.024  0.871
H  0.209  5.566  -1.042
H  -0.062  3.506  -2.008
H  -2.290  2.996  -1.166
H  -3.742  1.388  -0.652
H  -4.533  -1.275  1.845
H  -6.845  -1.048  1.911
H  -9.007  -0.719  0.760
H  -9.033  -0.185  -1.652
H  -6.943  -0.018  -2.941
H  -4.776  -0.350  -1.821
O  7.093  -1.601  0.653
C  6.767  -0.239  0.646
C  5.293  -0.103  0.405
C  4.681  1.151  0.388
C  3.328  1.243  0.169
N  2.579  0.150  -0.046
C  3.149  -1.073  -0.046
C  4.502  -1.227  0.185
C  2.221  -2.181  -0.337
C  2.641  -3.477  -0.558
C  1.714  -4.449  -0.919
C  2.140  -5.866  -1.165
O  3.524  -5.953  -0.982
C  0.383  -4.061  -1.064
C  0.028  -2.757  -0.813
N  0.917  -1.822  -0.432
H  8.042  -1.715  0.772
H  7.292  0.309  -0.148
H  7.004  0.250  1.600
H  5.254  2.055  0.544
H  2.809  2.192  0.138
H  4.964  -2.203  0.200
H  3.681  -3.753  -0.480
H  1.836  -6.142  -2.183
H  1.589  -6.509  -0.466
H  3.825  -6.854  -1.140
H  -0.376  -4.768  -1.371
H  -0.996  -2.427  -0.916

C6H9NO | ωB97M-V with the def2-TZVPD basis set

Atoms and positions in Å:
C  -1.370  0.542  -0.488
C  -0.029  0.880  -0.222
C  0.598  -0.416  0.447
C  1.248  -0.519  1.635
C  -0.216  -1.371  -0.361
C  -1.258  -0.914  -0.961
H  -1.669  2.408  -1.147
H  -1.833  0.621  0.507
H  0.635  1.037  -1.123
H  0.148  1.815  0.310
H  1.395  -1.442  2.200
H  1.474  0.225  2.334
H  2.597  0.325  0.092
H  -0.019  -2.434  -0.324
H  -1.758  -1.471  -1.797
N  2.068  -0.559  0.379
O  -2.010  1.276  -1.482

C3H7NOS | ωB97M-V with the def2-TZVPD basis set

Atoms and positions in Å:
O  2.612  -0.899  -0.690
C  1.890  -0.302  0.053
C  0.510  0.229  -0.235
C  -0.586  -0.956  -0.204
S  -2.085  -0.272  -0.818
N  0.031  1.338  0.509
H  1.966  -0.498  1.139
H  0.626  0.580  -1.286
H  -0.613  -1.163  0.870
H  -0.305  -1.843  -0.784
H  -3.409  0.294  0.620
H  0.338  2.223  0.146
H  -0.976  1.268  0.681

C23H69N4O11 | ωB97M-V with the def2-TZVPD basis set

## Properties
Charge: +1

Atoms and positions in Å:
N  1.448  -0.539  -1.598
H  2.228  0.098  -1.528
H  0.616  -0.160  -0.911
H  1.703  -1.457  -1.309
H  1.084  -0.317  -2.385
C  4.615  -2.552  -1.843
O  5.027  -1.211  -1.915
H  4.154  -2.971  -2.637
H  4.175  -2.643  -0.873
H  5.373  -3.211  -2.096
H  5.848  -1.074  -1.591
C  2.678  2.949  0.200
O  3.337  1.872  -0.510
H  3.377  3.275  0.965
H  1.974  2.673  0.787
H  2.430  3.858  -0.486
H  4.139  2.235  -0.773
C  2.829  -0.199  -5.027
O  2.433  0.913  -4.120
H  3.759  0.066  -5.590
H  2.240  -0.551  -5.860
H  2.870  -1.096  -4.463
H  3.048  1.372  -4.392
C  -0.814  0.238  -4.805
O  -1.729  -0.461  -3.917
H  -1.384  0.786  -5.618
H  -0.401  -0.656  -5.310
H  -0.221  1.025  -4.128
H  -2.823  -0.513  -4.079
C  -0.073  -3.747  -2.628
O  1.111  -3.113  -3.147
H  0.253  -4.604  -2.178
H  -0.684  -4.107  -3.470
H  -0.603  -3.106  -1.938
H  1.534  -3.695  -3.942
C  -0.864  2.343  -1.528
O  -1.768  2.033  -0.487
C  -3.207  2.181  -0.845
C  -4.042  1.942  0.532
N  -5.510  1.833  0.264
C  -6.295  1.711  1.562
C  -7.779  1.679  1.195
O  -8.536  1.786  2.316
C  -9.941  1.729  2.076
H  -0.991  3.479  -1.783
H  -1.059  1.949  -2.477
H  0.235  2.060  -1.153
H  -3.503  1.445  -1.514
H  -3.455  3.234  -1.064
H  -3.697  2.690  1.272
H  -3.640  0.876  0.876
H  -5.746  1.015  -0.505
H  -6.122  2.728  1.921
H  -6.077  1.152  2.175
H  -7.941  0.792  0.727
H  -8.038  2.312  0.279
H  -10.544  2.008  3.156
H  -10.009  0.668  1.654
H  -10.072  2.494  1.369
C  1.483  -4.092  0.509
O  1.886  -2.735  0.850
C  2.957  -2.640  1.653
C  3.170  -1.158  1.829
N  4.366  -1.067  2.566
C  4.487  0.207  3.313
C  5.923  0.337  3.862
O  6.111  1.626  4.370
C  7.367  1.931  4.938
H  0.536  -4.266  0.019
H  1.343  -4.692  1.389
H  2.184  -4.302  -0.277
H  3.948  -3.142  1.375
H  2.828  -3.302  2.669
H  2.425  -0.672  2.327
H  3.294  -0.562  0.840
H  4.413  -1.915  3.302
H  3.596  0.229  4.153
H  4.133  1.098  2.613
H  6.815  0.252  3.161
H  6.069  -0.253  4.798
H  7.414  3.007  5.232
H  8.137  1.737  4.236
H  7.774  1.541  5.752
C  -3.688  -3.804  -1.670
O  -2.716  -3.258  -0.732
C  -2.667  -1.853  -0.648
C  -1.835  -1.425  0.515
N  -1.532  0.014  0.406
C  -1.067  0.458  1.696
C  -0.658  1.901  1.650
O  0.064  2.233  2.821
C  0.172  3.699  2.918
H  -3.738  -4.917  -1.603
H  -3.384  -3.586  -2.633
H  -4.684  -3.475  -1.380
H  -3.620  -1.396  -0.659
H  -2.036  -1.307  -1.465
H  -0.919  -1.924  0.552
H  -2.478  -1.627  1.326
H  -2.299  0.583  0.200
H  -0.061  -0.138  2.199
H  -1.789  0.160  2.345
H  -1.681  2.626  1.830
H  -0.041  2.174  0.869
H  0.422  4.231  1.855
H  1.111  3.852  3.512
H  -0.471  4.087  3.686

Short version: ΔE to the lowest compared entry with this formula, charge and spin = 30.3 104.1 60.0 33.6 129.9 0.0 106.1 101.0 19.4 kcal per mole, in the order given.
Short version: calculated total energy = -13279.934 -43382.885 -11950.715 -46359.858 -11679.575 -116204.874 -9901.003 -17593.550 -53425.816 eV, in the order given.